[1]
Density functional theory data (wB97M-V/def2-TZVPD) for a structure of composition C20H17Br2EuN7OS in a non-equilibrium geometry.

As for the multiplicity: 8. As for the LUMO energy (spin up / spin down): -0.1 / -0.1 eV. Its energy is -203744.379 eV. Its total charge is 0. The calculation puts the energy above the lowest of the compared OMol25 structures with the same formula, charge and spin at 0.00 kJ/mol. The orbital gap (spin up / spin down) is 5.437 / 6.962 eV.

Cartesian coordinates (Å):
Eu: -0.17026 -0.78584 -0.15018
Br: 6.85327 -1.37600 -1.07006
Br: 2.34248 0.47154 -3.95005
S: 0.74277 -3.11092 -1.26736
O: 1.09014 0.42215 -1.21756
N: -1.31332 -1.12374 -2.15511
N: 0.58625 -3.42473 -3.88167
N: 2.00578 -0.84152 1.06124
N: -1.31127 2.62291 2.57217
N: -0.69442 -1.71425 -3.16299
N: -0.48221 0.78213 1.69671
N: -2.72624 -0.16251 -0.10311
C: -1.48259 1.63455 3.50524
C: -2.17290 -0.11714 -2.42404
C: -4.85716 0.62835 0.65380
C: 2.87313 -0.62500 0.01417
C: 0.15210 -2.70872 -2.83653
C: -0.70517 2.06797 1.50746
C: -3.63798 0.00737 0.85365
C: -1.71861 4.00699 2.71735
C: -5.15649 1.12633 -0.62264
C: 3.14362 -0.07634 -2.32457
C: 5.01605 -0.88962 -1.09595
C: 4.46654 -0.47669 -2.28960
C: -0.96889 0.50094 2.95039
C: 4.24394 -1.00011 0.07828
C: -4.24281 0.95945 -1.63163
C: -3.03869 0.27293 -1.36750
C: 2.50618 -1.33182 2.21611
C: 3.84240 -1.64573 2.38609
C: 4.71922 -1.50337 1.31860
C: 2.32634 -0.06307 -1.18658
H: -4.44902 1.31337 -2.63311
H: -1.16384 4.62700 2.01805
H: -1.93793 1.81576 4.46331
H: -5.55628 0.72874 1.47183
H: 4.18746 -2.02231 3.33951
H: -3.37649 -0.37239 1.83466
H: -6.10419 1.61056 -0.81710
H: 5.75887 -1.78104 1.40863
H: 5.05542 -0.46425 -3.19605
H: -2.32629 0.26618 -3.42861
H: -0.41924 2.62572 0.62867
H: 0.23417 -3.21120 -4.79993
H: 1.80074 -1.47483 3.03038
H: 1.25053 -4.16350 -3.74483
H: -0.89079 -0.48423 3.38066
H: -1.50956 4.34302 3.73034
H: -2.78475 4.11690 2.51944


[2]
Density functional theory data (wB97M-V/def2-TZVPD) for a structure of composition C38H47HfN3PS3.

As for the LUMO energy: -2.3 eV. Its energy is -87737.415 eV. Its total charge is +1. The calculation puts the energy above the lowest of the compared OMol25 structures with the same formula, charge and spin at 0.00 kJ/mol. The orbital gap is 7.092 eV.

Cartesian coordinates (Å):
Hf: -0.77935 -0.73122 -0.24911
S: -3.20908 -1.13812 -0.15454
S: 2.01394 -1.18139 -0.19175
S: -0.73398 -3.19768 -0.68572
P: -0.14060 2.04900 -0.38588
N: 1.57448 -2.16349 3.68235
N: 2.53061 -3.69952 -1.10754
N: 2.23822 -2.20632 -2.66348
C: 1.62540 2.16048 0.09464
C: -4.64461 -2.63080 -1.95104
C: -1.71282 0.69537 2.38028
C: -0.73495 5.60631 1.61764
C: 4.00923 2.21259 -0.17983
C: -0.42181 3.74496 -2.61436
C: -2.49371 0.70448 3.53128
C: -2.86701 4.82528 0.85500
C: 2.73929 2.18686 -0.75680
C: -2.31334 -3.35859 -1.47518
C: 1.82493 2.09897 1.47801
C: 0.30111 -2.43858 2.88031
C: -2.28948 3.69967 0.27481
C: -3.16098 2.76826 -0.52324
C: -0.75922 1.36160 -2.95333
C: -0.13943 4.48501 1.05990
C: 1.38742 -2.36971 5.14344
C: -2.40769 -0.34343 4.43049
C: -0.70151 -1.33852 3.03497
C: -0.76508 4.00322 -3.92684
C: -0.41466 2.43352 -2.13411
C: 2.54581 -3.40820 -3.43368
C: 2.47190 -4.36141 0.17488
C: 4.19687 2.19956 1.19116
C: -2.10702 5.77015 1.52566
C: 3.09391 2.13564 2.03009
C: -0.90101 3.51694 0.40771
C: -1.11861 1.64732 -4.27504
C: -3.30640 -2.49588 -1.28011
C: -1.50073 -1.36183 4.17703
C: -2.44891 -4.55734 -2.38605
C: -1.12232 2.94377 -4.75779
C: 2.15324 -0.81459 3.40926
C: -0.80521 -0.32553 2.05709
C: 2.47702 -4.48592 -2.34230
C: -0.71063 -0.05268 -2.44098
C: 2.25440 -2.41939 -1.35234
C: 2.64818 2.13760 -2.26000
H: -3.93754 4.96515 0.76301
H: -1.54638 -0.62672 -2.86848
H: 2.01726 1.30705 -2.58361
H: -3.03656 -0.37305 5.31037
H: 2.52642 -3.60531 0.95402
H: -1.40357 0.82969 -4.92716
H: 4.87236 2.23865 -0.83423
H: -3.05936 2.96814 -1.59306
H: -3.18223 1.52154 3.70923
H: 0.18175 -0.53548 -2.86464
H: 5.19803 2.23482 1.60142
H: -5.43408 -2.69463 -1.19932
H: -3.19119 -5.26063 -2.00317
H: -1.43837 -2.20029 4.86460
H: 0.69926 -1.61153 5.50775
H: 2.25440 -2.85017 3.35845
H: -1.50148 -5.08714 -2.46343
H: 2.18325 -1.27875 -3.04725
H: -1.84485 1.53257 1.70741
H: 2.32781 -0.71451 2.34385
H: -2.75335 -4.26675 -3.39279
H: 0.62929 -2.53896 1.84818
H: -0.17305 4.56502 -1.95021
H: 3.31956 -5.03970 0.27044
H: 3.30582 -5.18953 -2.38757
H: 3.53820 -3.33535 -3.88030
H: 1.43782 -0.06563 3.73730
H: -0.12454 6.34605 2.11859
H: -0.06253 -3.40060 3.24224
H: 1.53422 -5.03849 -2.36800
H: -4.70036 -3.51387 -2.58398
H: 1.53762 -4.91677 0.27512
H: 0.97708 -3.36154 5.31546
H: -2.58434 6.63777 1.96236
H: 3.08740 -0.72565 3.95976
H: -2.91332 1.71617 -0.37797
H: 0.93316 4.37431 1.13218
H: -0.77193 5.01903 -4.29917
H: 3.22094 2.13043 3.10615
H: 2.21305 3.04297 -2.68022
H: 0.96079 2.04246 2.13260
H: 1.81233 -3.56734 -4.22009
H: -4.85710 -1.75164 -2.56257
H: 2.35034 -2.26731 5.63743
H: 3.64190 2.00717 -2.68735
H: -1.41102 3.13551 -5.78352
H: -4.20876 2.89642 -0.25478


[3]
Density functional theory data (wB97M-V/def2-TZVPD) for a cluster of 7 separate species, C18H39F6O14PS in total in a non-equilibrium geometry.

As for the LUMO energy: -2.3 eV. Its energy is -84382.811 eV. Its total charge is 0. The orbital gap is 7.150 eV.

Cartesian coordinates (Å):
S: -0.17723 1.99899 -0.28518
P: 0.66801 1.41894 -1.96726
F: -2.93856 0.78721 -2.12866
F: -5.16322 -0.29658 -4.16513
F: -2.56405 -0.60862 -4.03554
F: -7.05332 -1.06267 -1.74166
F: -5.10618 -2.36871 -3.00087
F: -5.20811 -0.76572 -0.23954
O: 4.73851 -1.44358 0.01052
O: -6.38039 1.75797 -0.37798
O: 2.28395 1.40317 1.63613
O: -7.14836 2.35409 -7.67274
O: 2.64726 2.72970 9.66145
O: 1.14827 -0.25648 -1.97481
O: -6.03110 2.16039 -2.71851
O: -0.01959 -1.97310 -3.22067
O: 3.63036 2.85788 4.56704
O: -1.06687 -1.09766 -1.11488
O: -0.39005 1.77081 -3.34235
O: -2.73482 -2.82742 -1.24925
O: 2.05175 2.51202 -2.18090
O: -3.40941 -4.91099 -3.22577
C: -2.77201 -5.38690 -4.40196
C: -5.71648 -0.37365 -1.60497
C: 3.45460 2.19178 1.48158
C: -1.28522 -5.54252 -4.15792
C: 3.51631 1.80858 10.30371
C: -6.03002 1.22857 -1.58346
C: -6.62064 0.01892 -7.45269
C: 5.83534 -2.25670 0.40041
C: 3.17820 3.64596 6.79289
C: 3.17497 0.39453 9.88149
C: -0.02145 -1.15803 -2.15218
C: 4.67932 1.30080 1.45825
C: 5.95399 -3.44624 -0.52977
C: -6.27931 1.43297 -7.03047
C: -4.77625 -0.90261 -2.83611
C: -2.37174 -1.61022 -1.65210
C: 4.14380 3.65252 5.62588
C: -3.17556 -0.60442 -2.65822
H: -6.37800 1.55374 -5.94731
H: 3.01243 2.62409 7.14928
H: 0.24760 1.82883 -4.13534
H: 1.61936 3.42502 -2.32904
H: 4.75649 0.72391 2.38564
H: 3.56154 4.25064 7.61963
H: -0.77960 -5.91308 -5.05409
H: 6.79796 -4.08101 -0.24540
H: 6.74320 -1.64758 0.36076
H: -5.19095 2.71349 -2.73835
H: 6.09401 -3.11378 -1.56349
H: 2.77602 3.23939 4.30178
H: 4.30480 4.66959 5.25546
H: 5.59031 1.89327 1.33512
H: 2.36582 0.91810 2.47507
H: 2.13983 0.15140 10.14261
H: -0.83748 -4.58554 -3.87064
H: -8.05771 2.13212 -7.40889
H: 3.50654 2.90872 2.30672
H: -3.21929 -6.34936 -4.66730
H: -1.10153 -6.24003 -3.33423
H: 2.20242 4.04002 6.49062
H: 3.26353 0.28530 8.79570
H: 3.93625 -1.99132 0.05727
H: 5.68218 -2.58079 1.43437
H: -5.95655 -0.70337 -6.96961
H: -5.25148 1.67930 -7.31276
H: 5.03863 -4.04667 -0.50961
H: -7.65578 -0.22421 -7.19158
H: -3.01105 -4.05210 -3.00343
H: -6.53209 -0.09031 -8.53849
H: 4.61381 0.57824 0.63829
H: 3.36923 2.74991 0.54457
H: 5.11049 3.23783 5.92642
H: 4.54413 2.05492 10.02143
H: 3.83906 -0.32776 10.36458
H: -2.96434 -4.68099 -5.21577
H: 1.73790 2.50773 9.92530
H: 3.41761 1.92935 11.38687


The highest energy belongs to which entry?
C18H39F6O14PS


Among the records above, which one has the highest energy?
C18H39F6O14PS


Which value of energy does entry 1 give?
-203744.379 eV


Look up the energy of the first one.
-203744.379 eV